Here is the ion C8H10N3O with charge +1 from the OMol25 dataset. Energies are from the ωB97M-V functional and the def2-TZVPD basis.

Properties
total charge	+1
HOMO level	-13.38	eV
energy above the lowest of the compared OMol25 structures with the same formula, charge and spin	4.326	eV
electronic energy	-549.95286	Ha
lowest unoccupied orbital energy	-3.75	eV
maximum force	4.631	eV Å⁻¹

XYZ file:
```
22
Properties=species:S:1:pos:R:3:forces:R:3
C 1.800754 1.535137 -1.097305 -1.896 -1.699 0.640
C 0.696993 1.768519 -0.346785 1.968 0.338 -1.633
C -0.066658 0.603213 0.106834 2.212 -3.971 -0.885
N -0.070784 0.495228 1.487399 -0.987 -0.771 0.063
C -1.227269 -0.301014 1.941383 -0.185 -0.767 -0.397
C -2.027745 -0.723959 0.615012 2.111 0.418 0.780
N -1.509371 0.292542 -0.353300 0.423 1.551 0.541
C 0.932774 -0.704036 -0.762720 -1.344 2.660 2.078
C 1.330632 -1.998227 -0.963109 -1.661 2.151 0.269
O 2.403299 -1.948102 -1.747063 0.718 -0.140 0.124
N 2.809704 -0.627273 -1.939020 0.972 -0.102 -0.607
C 1.955544 0.120381 -1.325858 -1.413 -2.346 -0.217
H 2.519015 2.165540 -1.492032 1.089 1.740 -0.235
H 0.676588 2.711414 0.121758 -0.984 1.158 0.448
H 0.006739 1.404386 1.886287 -0.012 0.479 0.747
H -1.904567 0.348635 2.513490 0.373 -0.533 0.324
H -0.903890 -1.235328 2.487765 -0.521 1.211 -0.403
H -1.690118 -1.711478 0.269224 -0.779 0.310 0.144
H -3.069947 -0.504207 0.779283 -0.376 -0.773 -0.312
H -1.384017 0.092823 -1.331144 -0.657 -0.659 -0.619
H -2.117879 1.110375 -0.235001 0.329 0.129 -0.391
H 0.840205 -2.894570 -0.615099 0.619 -0.383 -0.459
```
Forces are in eV/Å.

Results of the natural (NBO) charge analysis, in e, for atoms 1 through 5: -0.07 -0.29 0.33 -0.60 -0.24